[1]
Density functional theory data (the ωB97M-V functional and the def2-TZVPD basis) for C5H5O3P in the gas phase in a non-equilibrium geometry.

Geometry as XYZ:
```
14
C5H5O3P the ωB97M-V functional and the def2-TZVPD basis
P 3.064 -0.334 0.502
O 4.167 -1.301 0.665
O -1.751 2.779 1.031
O 2.316 -0.827 -0.956
C 0.156 0.136 -0.513
C -1.317 1.886 0.488
C 1.130 -0.185 -1.309
C -0.936 0.680 0.071
C -2.180 -0.245 0.279
H 0.852 -0.200 -2.436
H 1.788 -0.782 1.388
H -2.660 -0.497 -0.691
H -2.907 0.130 0.880
H -1.723 -1.241 0.602
```

The net charge is 0. The value obtained for the highest occupied orbital energy (alpha / beta) is -9.4 / -7.1 eV. The multiplicity is 1. As for the orbital gap (alpha / beta): 9.07 / 4.76 eV. As for the energy relative to the best compared isomer or geometry (same formula, charge and spin): 82.47 kcal per mole.

---

[2]
Density functional theory data (the ωB97M-V functional and the def2-TZVPD basis) for a molecular structure, C36H55N4OP2SeV in a non-equilibrium geometry.

Geometry as XYZ:
```
100
C36H55N4OP2SeV the ωB97M-V functional and the def2-TZVPD basis
Se 0.282 1.591 2.016
V -0.080 -0.210 0.243
P 2.286 -0.946 0.030
P -2.538 -0.124 -0.172
O -0.702 -2.028 2.563
N 0.156 1.208 -1.199
N -0.605 0.321 4.519
N 1.419 1.099 4.671
N -0.279 -1.589 -1.350
C 1.122 0.500 5.884
C -2.332 -0.425 -1.987
C -4.869 -1.786 -0.688
C -2.002 0.224 4.149
C -0.146 0.037 5.793
C 2.633 1.849 4.428
C 0.403 4.850 -4.344
C -4.129 -1.455 1.703
C 2.410 -1.958 2.641
C 3.484 1.429 -0.899
C 3.430 -0.060 -1.265
C -4.873 1.433 -0.603
C 1.001 2.918 -5.678
C -3.447 2.035 1.386
C 4.079 -0.211 2.023
C 0.237 4.037 -3.225
C 0.381 0.934 3.791
C -3.441 1.560 -0.074
C 0.443 -3.626 -2.429
C -0.461 -1.340 1.620
C 0.442 2.642 -3.327
C -3.665 -1.632 0.252
C 4.305 -2.627 1.215
C 0.279 1.827 -2.193
C -2.888 -2.954 0.133
C 3.350 -1.470 1.535
C -2.708 2.620 -0.909
C -1.454 -2.420 -3.264
C -0.594 -3.517 -3.337
C 1.840 -2.485 -0.709
C 4.837 -0.664 -1.301
C -1.314 -1.526 -2.209
C 0.668 -2.594 -1.485
C 2.837 -0.233 -2.667
C 0.812 2.085 -4.576
C 0.792 4.297 -5.569
H -5.480 -2.620 -0.311
H -4.733 -2.330 1.984
H 2.496 -3.351 -0.672
H 5.411 -0.508 -0.382
H -2.570 -3.149 -0.898
H -5.517 -0.910 -0.735
H -2.015 -3.002 0.785
H 5.402 -0.172 -2.107
H 2.549 2.382 3.477
H -5.514 0.843 0.065
H -3.258 3.570 -0.817
H 3.023 -2.260 3.503
H -4.902 1.021 -1.620
H -2.426 2.205 1.759
H -1.687 2.793 -0.554
H -3.570 -3.764 0.429
H 2.891 -1.272 -3.009
H 1.725 -1.170 2.981
H -2.013 0.502 -2.483
H 4.023 1.970 -1.689
H 3.498 1.175 4.396
H 3.384 0.639 2.108
H 4.847 -2.878 2.139
H -2.587 0.978 4.693
H 0.931 4.940 -6.439
H -2.676 2.374 -1.976
H -4.759 -0.568 1.849
H -4.563 -2.046 -1.708
H 1.155 -4.450 -2.436
H -0.048 4.454 -2.258
H 1.820 0.502 6.701
H 0.943 1.006 -4.656
H -2.372 -0.772 4.416
H -2.264 -2.266 -3.970
H -0.770 -0.452 6.517
H -0.743 -4.272 -4.102
H 1.311 2.483 -6.630
H -5.317 2.437 -0.659
H 0.230 5.924 -4.255
H 3.411 0.387 -3.370
H -2.085 0.408 3.072
H -3.962 1.345 2.065
H 1.825 -2.832 2.331
H 4.501 -0.398 3.022
H 4.908 0.087 1.370
H -3.285 -1.417 2.404
H -3.290 -0.688 -2.448
H 1.801 0.096 -2.723
H 4.809 -1.734 -1.543
H 5.051 -2.390 0.452
H 2.484 1.865 -0.820
H -3.977 2.998 1.434
H 4.015 1.615 0.042
H 2.783 2.572 5.240
H 3.753 -3.517 0.899
```

The net charge is +1. The value obtained for the highest occupied orbital energy (alpha / beta) is -8.4 / -8.3 eV. The multiplicity is 4. As for the orbital gap (alpha / beta): 5.72 / 5.19 eV.

---

[3]
Density functional theory data (the ωB97M-V functional and the def2-TZVPD basis) for a molecular structure, C22H66B2Ca2F10KO11 in a non-equilibrium geometry.

Geometry as XYZ:
```
114
C22H66B2Ca2F10KO11 the ωB97M-V functional and the def2-TZVPD basis
Ca -0.360 -1.035 0.112
Ca -3.898 -0.243 1.051
K -3.196 -4.362 2.125
F -1.921 -6.469 0.794
F -1.827 0.805 0.598
F 1.336 1.721 1.018
F -2.344 -1.969 0.815
F 2.909 1.678 -0.493
F 1.960 -0.360 0.197
F 0.189 -7.163 0.682
F -0.414 -5.028 1.397
F 0.886 1.114 -1.057
F -0.538 -5.574 -0.760
O -3.250 0.463 3.313
O 0.751 -3.270 -0.373
O 7.109 -2.547 1.501
O 0.917 1.097 -5.446
O 3.020 2.827 2.672
O -0.050 -3.365 -4.118
O -4.997 -0.189 -1.035
O -0.860 2.050 3.293
O -1.383 4.215 0.113
O -0.072 -1.087 2.510
O -0.862 -1.515 -2.014
C 5.980 -2.174 0.760
C 5.449 -0.847 1.284
C -5.858 1.530 -2.014
C 1.860 -1.270 3.858
C 2.694 -2.663 -1.674
C -2.110 -0.746 -4.000
C -0.088 4.338 -1.869
C 3.079 4.213 2.515
C -1.466 3.329 5.159
C -2.107 -1.529 -2.661
C -0.759 -4.849 -5.925
C 0.062 -4.755 -4.577
C -4.904 0.106 5.086
C 1.405 3.426 -5.188
C 0.706 -2.038 3.227
C -0.874 3.347 3.674
C 3.561 4.772 3.852
C -3.397 0.088 4.714
C -4.709 0.650 -2.047
C 1.235 2.099 -4.448
C -0.413 5.006 -0.543
C 2.140 -3.309 -0.387
B 1.818 1.024 -0.057
B -0.612 -6.022 0.537
H -3.004 -0.903 -4.604
H -0.352 1.824 2.510
H -0.481 -4.123 -6.689
H -2.506 -2.540 -2.745
H 2.147 4.526 2.046
H -4.993 0.483 6.105
H 3.764 -2.484 -1.567
H 1.134 -4.940 -4.646
H 0.457 5.181 0.090
H 0.090 1.289 -5.894
H 3.374 5.845 3.807
H 2.363 -3.194 -2.566
H 2.272 -1.670 -1.832
H 0.524 3.703 -5.767
H 0.428 2.084 -3.716
H 4.588 4.500 4.098
H 4.424 -0.927 0.920
H -1.485 3.940 2.993
H -0.739 6.026 -0.747
H -2.800 0.749 5.343
H -5.415 0.902 4.544
H 5.464 -0.635 2.353
H 2.524 -2.818 0.508
H 2.158 1.758 -3.979
H -0.257 -1.850 -2.681
H 2.217 3.478 -5.913
H 0.973 -2.945 2.686
H 2.476 -0.703 3.159
H 2.598 -1.830 4.431
H -3.859 1.298 -1.833
H -2.414 0.931 3.253
H -6.001 2.136 -1.119
H 5.181 -2.915 0.792
H -5.319 -0.977 -1.479
H 1.651 4.259 -4.530
H 3.025 4.382 4.717
H -0.554 -0.540 3.134
H -1.356 -1.041 -4.730
H -1.051 3.335 0.306
H -1.324 4.332 5.563
H 0.726 4.890 -2.339
H 0.202 3.300 -1.713
H -1.792 -4.564 -5.726
H 0.176 -2.367 4.121
H -1.005 2.536 5.747
H -5.421 -0.822 4.844
H -3.056 -0.943 4.809
H 6.257 -2.165 -0.294
H -0.930 4.319 -2.561
H 3.750 4.389 1.675
H 0.048 3.919 3.781
H -4.381 0.141 -2.953
H 6.004 -0.079 0.746
H -0.360 -5.516 -3.921
H 2.663 2.476 1.852
H -0.751 -5.754 -6.532
H 0.489 -4.193 -0.417
H -5.684 2.337 -2.726
H 6.837 -3.055 2.268
H -6.728 0.945 -2.310
H -2.544 3.180 5.225
H 1.483 -0.584 4.616
H -2.729 -1.007 -1.934
H -2.007 0.307 -3.737
H 0.524 -2.799 -4.639
H 2.507 -4.335 -0.377
```

The net charge is +1. The value obtained for the highest occupied orbital energy is -10.8 eV. The multiplicity is 1. As for the orbital gap: 6.15 eV.

---

[4]
Density functional theory data (the ωB97M-V functional and the def2-TZVPD basis) for a molecular structure, C21H23N6O16RuS in a non-equilibrium geometry.

Geometry as XYZ:
```
68
C21H23N6O16RuS the ωB97M-V functional and the def2-TZVPD basis
Ru -0.536 -0.141 1.958
S -1.506 -0.150 -0.625
O 3.199 1.641 -2.281
O 2.009 0.224 -1.186
O -3.382 -2.432 4.163
O 0.079 -2.363 2.585
O 0.391 -4.159 1.442
O -0.637 6.492 -2.213
O -1.240 1.938 2.046
O 0.769 5.636 -3.596
O -2.155 3.913 1.637
O 5.185 0.837 1.031
O 5.893 -3.440 -1.083
O -2.520 -1.012 2.658
O 3.130 1.449 1.117
O -0.634 -1.256 -0.130
O 1.665 -0.361 2.232
O 4.474 -5.022 -0.757
N -0.783 0.040 4.453
N 0.126 5.631 -2.574
N 4.000 0.603 1.050
N 0.757 -3.057 1.802
N 2.256 1.344 -1.591
N 4.855 -3.879 -0.641
C 3.592 -0.773 0.946
C 4.008 -2.968 0.089
C -1.181 -0.153 -2.443
C 2.344 -1.171 1.544
C -0.528 4.333 -0.588
C -0.403 3.204 0.211
C -1.068 1.323 -4.473
C 2.801 -3.410 0.601
C 0.534 2.234 -0.103
C -2.664 -1.569 3.744
C -1.665 1.138 -3.080
C 4.405 -1.643 0.263
C -3.237 -0.757 -0.576
C -3.414 -2.233 -0.894
C -3.094 -3.127 0.300
C -1.360 3.028 1.407
C 1.991 -2.555 1.333
C 1.320 2.385 -1.239
C 0.276 4.466 -1.713
C 1.206 3.496 -2.059
C -1.672 -0.934 4.945
H -3.778 -0.111 -1.266
H -4.457 -2.389 -1.186
H 5.338 -1.298 -0.162
H -2.065 -2.996 0.627
H -3.749 -2.900 1.138
H -1.157 -1.817 5.319
H -3.566 -0.545 0.443
H -1.378 2.276 -4.891
H -3.229 -4.171 0.032
H 2.494 -4.436 0.446
H 1.825 3.608 -2.939
H 0.206 -0.099 4.630
H -1.243 5.101 -0.329
H -1.095 1.006 4.490
H -1.372 1.980 -2.448
H -2.786 -2.519 -1.741
H -1.400 0.534 -5.140
H -2.755 1.137 -3.152
H -1.646 -1.036 -2.872
H -2.404 -0.554 5.661
H 0.018 1.306 -4.430
H 0.712 1.390 0.564
H -0.099 -0.260 -2.507
```

The net charge is 0. The value obtained for the highest occupied orbital energy (alpha / beta) is -9.3 / -9.5 eV. The multiplicity is 2. As for the orbital gap (alpha / beta): 6.12 / 6.57 eV.

---

Number 1: M 144.07 g/mol. Number 2: M 751.72 g/mol. Number 3: M 837.62 g/mol. Number 4: M 748.58 g/mol.